The following is a DFT calculation (ωB97M-V with the def2-TZVPD basis set) of one molecule with the formula C4H11N2O3P in a non-equilibrium geometry.

Computed properties:
- relative energy (zero: lowest compared OMol25 entry of this formula, charge and spin) (eV) = 4.700
- SMILES = CCC[N@@H+](C)[P@](=O)([O-])N=O
- HOMO energy (alpha / beta) (eV) = -8.88 / -8.89

```
! wB97M-V def2-TZVPD RIJCOSX def2/J DEFGRID3
* xyz 0 1
H -0.394 -2.944 1.083
H -0.310 -2.637 -0.875
O 2.271 -0.822 -0.834
N 0.079 0.891 -0.666
H -0.271 2.934 0.353
H -1.685 1.733 0.155
H -2.312 -1.680 -0.101
N 2.649 1.725 0.005
H -0.359 1.436 1.371
O 1.645 -0.040 1.693
H -0.776 -0.591 -1.879
H -2.071 0.356 -1.093
C -0.578 1.822 0.352
P 1.796 0.080 0.225
H -1.241 -0.715 1.122
C -0.073 -2.258 0.169
C -1.203 -1.212 0.137
H 0.901 -1.961 0.481
H 0.295 1.365 -1.595
O 2.655 2.582 0.889
C -1.019 -0.064 -0.992
*
```